{"formula": "C13H30ILuO3P2", "method": "ωB97M-V/def2-TZVPD", "orbital_gap_ev": 7.397, "energy_ev": -80396.0815, "homo_energy_ev": -15.1051, "charge": 2, "elements": ["C", "C", "H", "H", "H", "O", "I", "Lu", "P", "C", "C", "H", "H", "H", "H", "H", "H", "C", "H", "H", "H", "P", "C", "C", "H", "H", "H", "C", "H", "H", "H", "H", "H", "H", "C", "O", "C", "C", "C", "C", "O", "H", "H", "H", "H", "H", "H", "H", "H", "H"], "xyz": [[2.326, 6.369, -2.969], [1.475, 5.125, -3.094], [2.206, 6.982, -3.873], [3.379, 6.092, -2.857], [2.013, 6.950, -2.095], [0.763, 4.816, -4.013], [1.565, 3.726, -1.375], [0.044, -0.132, 0.225], [-1.972, 1.540, 0.989], [-3.715, 1.050, 0.827], [-1.866, 1.531, 2.839], [-2.678, 2.167, 3.217], [-2.780, 3.784, 1.351], [-0.895, 1.928, 3.169], [-1.043, 3.785, 0.848], [-3.850, 0.032, 1.209], [-1.989, 0.506, 3.219], [-2.035, 3.342, 0.673], [-4.329, 1.743, 1.413], [-2.324, 3.518, -0.372], [-4.016, 1.086, -0.225], [2.115, -1.026, -1.309], [1.941, -2.502, -2.356], [3.242, 0.029, -2.293], [3.653, -0.930, 0.611], [4.157, -2.132, -0.628], [2.822, -2.518, 0.513], [3.305, -1.719, -0.070], [3.515, 0.923, -1.714], [4.139, -0.560, -2.536], [2.938, -2.823, -2.677], [1.326, -2.269, -3.231], [2.734, 0.342, -3.215], [1.467, -3.308, -1.783], [-1.143, -0.213, -1.780], [-1.707, -0.207, -2.785], [-1.647, -2.755, 3.030], [-0.917, -3.010, 1.724], [0.255, -3.938, 1.987], [-1.860, -3.615, 0.692], [-0.453, -1.773, 1.167], [-2.003, -3.709, 3.444], [-2.521, -2.111, 2.879], [-0.984, -2.286, 3.767], [-0.115, -4.884, 2.409], [0.791, -4.176, 1.061], [0.958, -3.494, 2.701], [-2.696, -2.924, 0.500], [-1.324, -3.774, -0.257], [-2.266, -4.579, 1.040]], "forces_ev_per_a": [[-0.01, -0.11, 0.10], [-1.79, 0.05, -3.24], [-0.10, -0.37, 0.24], [-0.20, -0.02, 0.11], [0.09, -0.20, -0.05], [1.83, 0.61, 2.57], [0.10, -0.25, 0.45], [0.39, -1.29, 2.10], [-1.07, 1.08, 1.32], [0.05, -0.39, -0.43], [0.42, -0.27, -0.23], [0.27, -0.17, -0.05], [0.26, -0.12, -0.25], [-0.32, -0.06, 0.06], [-0.37, -0.03, -0.06], [-0.03, 0.20, -0.11], [0.04, 0.33, -0.07], [0.28, -0.13, -0.31], [0.12, -0.11, -0.13], [0.09, 0.08, 0.29], [-0.13, -0.03, 0.18], [1.84, -0.75, -0.32], [-0.58, 0.00, -0.08], [-0.34, 0.26, 0.04], [0.04, -0.29, -0.14], [-0.20, 0.13, 0.21], [0.19, 0.24, -0.15], [-0.43, 0.26, 0.25], [0.00, -0.26, -0.27], [-0.29, 0.23, 0.06], [-0.19, 0.09, 0.04], [0.12, -0.18, 0.04], [0.23, -0.01, 0.21], [0.08, 0.13, -0.17], [-2.97, -0.07, -5.19], [2.24, -0.04, 4.01], [-0.18, 0.17, 0.23], [-0.32, -0.52, 0.01], [0.31, -0.13, -0.04], [-0.18, -0.09, -0.22], [0.51, 1.52, -0.78], [0.11, 0.33, -0.10], [0.09, -0.07, 0.00], [-0.10, -0.10, -0.11], [0.16, 0.30, -0.12], [-0.06, 0.03, 0.08], [-0.12, -0.08, -0.09], [0.14, -0.25, 0.08], [-0.16, -0.07, 0.25], [0.15, 0.41, -0.19]], "mulliken_charge": [-0.88, 0.48, 0.31, 0.32, 0.32, -0.37, -0.10, 1.10, 0.61, -1.19, -1.21, 0.42, 0.42, 0.42, 0.32, 0.33, 0.31, -1.13, 0.42, 0.36, 0.40, 0.62, -1.19, -1.13, 0.41, 0.43, 0.31, -1.21, 0.32, 0.42, 0.42, 0.40, 0.36, 0.33, 0.44, -0.18, -1.50, 1.53, -1.51, -1.48, -0.71, 0.44, 0.29, 0.38, 0.44, 0.29, 0.38, 0.32, 0.32, 0.41]}

***

{"formula": "C13H30N3O10Sr", "method": "ωB97M-V/def2-TZVPD", "spin_multiplicity": 2, "orbital_gap_ev": [6.361, 3.808], "energy_ev": -39748.0412, "s_squared": 0.756, "homo_energy_ev": [-6.7818, -6.7235], "elements": ["Sr", "C", "C", "O", "O", "H", "H", "H", "C", "C", "O", "O", "H", "H", "H", "C", "C", "O", "O", "H", "H", "H", "C", "O", "N", "N", "H", "H", "H", "H", "C", "O", "C", "C", "N", "C", "C", "O", "C", "H", "H", "H", "H", "H", "H", "H", "H", "H", "H", "H", "H", "H", "H", "H", "O", "H", "H"], "xyz": [[0.142, 0.061, 0.085], [0.910, -0.350, -3.890], [0.885, -1.683, -3.160], [0.599, -1.614, -1.924], [1.449, -2.688, -3.695], [1.597, -0.356, -4.737], [1.152, 0.476, -3.221], [-0.069, -0.024, -4.241], [-1.581, -4.415, 1.306], [-0.413, -3.618, 0.760], [-0.533, -2.361, 0.877], [0.619, -4.142, 0.309], [-1.553, -4.374, 2.395], [-1.638, -5.474, 1.055], [-2.527, -3.965, 1.006], [4.629, -0.784, 1.890], [3.677, -1.743, 1.214], [4.054, -2.951, 0.988], [2.674, -1.282, 0.653], [5.055, -1.235, 2.786], [4.026, 0.063, 2.216], [5.484, -0.584, 1.244], [-0.415, 3.107, -2.148], [-0.410, 2.206, -1.290], [0.295, 3.325, -3.193], [-1.200, 4.078, -1.836], [1.137, 2.808, -3.403], [-0.011, 3.966, -3.911], [-1.405, 4.874, -2.422], [-1.726, 3.855, -1.003], [2.107, 1.774, 2.625], [0.961, 1.043, 2.263], [0.016, 0.882, 3.349], [-1.268, 0.085, 2.843], [-2.001, 0.546, 1.675], [-3.084, -0.352, 1.258], [-3.426, 0.104, -0.138], [-2.294, 0.042, -1.017], [-2.623, 0.066, -2.410], [2.662, 1.267, 3.415], [1.818, 2.818, 2.742], [2.709, 1.857, 1.720], [-0.237, 1.872, 3.728], [0.528, 0.333, 4.139], [-2.090, 0.101, 3.557], [-0.982, -0.958, 2.704], [-2.483, 1.397, 1.929], [-3.927, -0.055, 1.882], [-2.818, -1.407, 1.196], [-3.893, 1.087, -0.073], [-4.130, -0.692, -0.384], [-3.481, -0.590, -2.553], [-1.838, -0.342, -3.047], [-2.796, 1.093, -2.729], [2.178, 1.031, -1.063], [2.852, 1.625, -1.393], [2.635, 0.201, -0.927]], "forces_ev_per_a": [[-0.32, -2.07, -1.50], [-0.50, 0.77, -0.71], [3.08, -1.85, 0.63], [-1.05, 0.91, 0.25], [-1.66, 1.87, 0.13], [-0.07, -0.11, -0.01], [0.40, -0.25, 0.29], [-0.27, -0.34, -0.37], [-0.56, -0.53, 0.15], [1.75, 0.08, -0.58], [-0.74, 1.67, 0.51], [-0.87, -0.58, 0.55], [0.09, 0.15, 0.13], [0.42, 0.08, -0.28], [0.01, 0.15, -0.08], [0.14, -1.06, 1.20], [-0.60, 1.33, -2.08], [-0.16, -0.02, 0.57], [0.27, -0.39, 0.69], [0.07, -0.08, 0.10], [0.40, 0.09, -0.46], [-0.32, 0.34, -0.16], [-0.36, -2.01, 3.73], [1.31, -1.08, -0.83], [3.21, -0.44, -4.02], [-3.60, 3.52, 0.94], [-0.48, -0.35, 0.02], [0.13, -0.08, 0.33], [-0.02, -0.14, 0.35], [-0.32, 0.57, -0.35], [-0.15, 0.42, -1.30], [-0.96, -0.46, 0.42], [-0.89, -0.22, -1.20], [0.13, 0.00, 1.30], [1.68, 0.32, -0.57], [0.80, 1.42, -0.60], [-0.03, -1.28, -0.35], [-0.31, -0.05, 0.51], [-0.21, -0.27, 0.34], [-0.06, 0.47, 0.28], [0.08, 0.09, 1.11], [0.27, -0.53, 0.00], [-0.13, 0.17, 0.01], [-0.29, -0.22, 0.13], [0.78, -0.25, 1.43], [0.05, -0.07, -0.28], [0.32, 0.39, -0.14], [-0.52, -1.04, 0.13], [0.28, 0.13, 0.66], [-0.03, 0.22, -0.54], [-0.60, 0.43, -0.96], [-0.28, 0.28, -0.23], [0.38, -0.04, 0.66], [-0.36, 0.07, -0.04], [0.26, 0.52, 0.16], [0.05, 0.20, -0.06], [0.37, -0.84, -0.03]], "mulliken_charge": [1.86, -0.58, 0.30, -0.37, -0.76, 0.35, -0.18, 0.29, -1.11, 0.41, -0.33, -0.64, 0.27, 0.33, 0.23, -0.69, 0.61, -0.29, -0.25, 0.38, -0.09, 0.31, 0.38, -0.43, -0.33, -0.50, 0.25, 0.18, 0.15, 0.20, -1.13, 0.00, -0.54, -1.07, -0.19, -0.45, -0.73, 0.12, -0.80, 0.39, 0.35, 0.25, 0.42, 0.43, 0.59, 0.27, 0.25, 0.47, -0.01, 0.34, 0.42, 0.39, 0.02, 0.24, -0.39, 0.16, 0.24]}

***

{"formula": "C13H30N4O3", "method": "ωB97M-V/def2-TZVPD", "orbital_gap_ev": 9.697, "energy_ev": -26069.2301, "smiles": "[H]/N=C(\\N)NCCCC[C@H](NCC)OC=O.CCOCC", "homo_energy_ev": -9.0279, "elements": ["C", "C", "N", "C", "C", "C", "C", "C", "N", "C", "N", "N", "O", "C", "O", "H", "H", "H", "H", "H", "H", "H", "H", "H", "H", "H", "H", "H", "H", "H", "H", "H", "H", "H", "H", "C", "C", "O", "C", "C", "H", "H", "H", "H", "H", "H", "H", "H", "H", "H"], "xyz": [[0.663, -0.863, 0.024], [0.815, 0.409, -0.803], [-0.478, 0.952, -1.235], [-0.668, 2.356, -1.119], [-0.960, 2.802, 0.319], [-2.435, 3.153, 0.547], [-3.350, 1.932, 0.731], [-4.123, 1.555, -0.528], [-4.799, 0.252, -0.382], [-6.204, 0.276, -0.516], [-6.914, 0.664, 0.447], [-6.776, -0.108, -1.785], [0.506, 3.092, -1.627], [0.256, 4.288, -2.193], [-0.494, 4.465, -3.104], [-0.107, -0.735, 0.787], [0.432, -1.727, -0.601], [1.607, -1.081, 0.530], [1.426, 0.186, -1.682], [1.333, 1.167, -0.214], [-0.726, 0.643, -2.164], [-1.502, 2.616, -1.775], [-0.696, 1.983, 0.994], [-0.337, 3.663, 0.568], [-2.794, 3.751, -0.300], [-2.515, 3.802, 1.421], [-4.085, 2.139, 1.512], [-2.781, 1.060, 1.064], [-3.447, 1.519, -1.388], [-4.877, 2.323, -0.726], [-4.401, -0.434, -1.008], [-7.887, 0.676, 0.145], [-6.469, -1.043, -2.039], [-6.415, 0.510, -2.507], [0.811, 5.110, -1.713], [4.989, -4.708, 2.686], [4.305, -4.346, 1.379], [4.067, -2.959, 1.213], [5.213, -2.126, 1.215], [6.213, -2.439, 0.116], [4.411, -4.340, 3.535], [5.076, -5.792, 2.768], [5.994, -4.291, 2.753], [3.315, -4.802, 1.343], [4.871, -4.746, 0.529], [5.704, -2.147, 2.195], [4.821, -1.117, 1.079], [6.651, -3.432, 0.228], [7.028, -1.715, 0.143], [5.735, -2.387, -0.863]], "forces_ev_per_a": [[0.32, 0.09, 0.09], [-0.25, -0.26, 0.10], [-0.13, 0.08, -0.18], [-0.29, -0.38, -0.25], [0.03, 0.08, -0.01], [-0.09, -0.11, -0.06], [-0.15, 0.15, 0.07], [0.09, -0.11, 0.33], [-0.10, -0.07, -0.40], [0.19, -0.04, 0.00], [-0.20, 0.23, 0.10], [0.03, -0.19, 0.00], [0.11, 0.31, 0.42], [0.02, -0.11, 0.09], [-0.32, 0.08, -0.12], [-0.04, -0.06, -0.07], [-0.19, 0.05, 0.05], [-0.03, -0.09, -0.03], [0.16, 0.20, 0.11], [0.00, 0.01, -0.08], [0.16, -0.02, -0.01], [0.07, 0.12, 0.03], [0.16, 0.13, 0.03], [0.01, -0.04, -0.03], [0.01, 0.05, 0.08], [0.07, -0.06, 0.02], [0.00, -0.10, -0.01], [0.04, 0.05, -0.05], [-0.04, -0.01, 0.02], [0.08, 0.01, -0.06], [0.06, 0.11, -0.05], [0.03, 0.02, 0.03], [-0.06, 0.01, 0.01], [0.01, -0.04, 0.01], [0.24, -0.14, -0.15], [0.01, 0.06, 0.02], [-0.01, -0.05, 0.00], [-0.05, 0.04, -0.02], [0.03, 0.04, 0.01], [-0.03, -0.04, -0.02], [0.00, -0.01, 0.00], [-0.02, 0.00, 0.00], [0.01, -0.03, -0.02], [0.00, 0.00, -0.01], [0.02, 0.03, 0.01], [0.00, -0.03, 0.00], [0.00, 0.00, 0.01], [0.02, 0.01, 0.02], [-0.01, 0.01, -0.01], [0.00, 0.00, 0.00]], "mulliken_charge": [-1.00, -0.46, -0.21, -0.46, -0.79, -0.97, -0.51, -0.43, -0.28, 0.35, -0.59, -0.68, -0.38, 0.06, -0.49, 0.24, 0.31, 0.25, 0.37, 0.30, 0.32, 0.81, 0.28, 0.48, 0.52, 0.33, 0.34, 0.31, 0.13, 0.34, 0.25, 0.31, 0.26, 0.29, 0.41, -1.04, -0.36, -0.37, -0.29, -1.09, 0.29, 0.38, 0.27, 0.32, 0.30, 0.29, 0.34, 0.26, 0.39, 0.30]}

***

{"formula": "C13H30NO8PS", "method": "ωB97M-V/def2-TZVPD", "orbital_gap_ev": 8.875, "energy_ev": -51954.0293, "smiles": "NP(O)[C@H](C[C@H]1CO1)OC(=O)S.COCCOC.COCCOC", "homo_energy_ev": -8.8336, "elements": ["N", "P", "O", "C", "C", "C", "C", "O", "O", "C", "O", "S", "H", "H", "H", "H", "H", "H", "H", "H", "H", "H", "C", "O", "C", "C", "O", "C", "H", "H", "H", "H", "H", "H", "H", "H", "H", "H", "C", "O", "C", "C", "O", "C", "H", "H", "H", "H", "H", "H", "H", "H", "H", "H"], "xyz": [[-3.534, -3.226, -1.002], [-4.218, -1.880, -0.188], [-5.661, -2.441, 0.364], [-3.253, -1.738, 1.431], [-3.785, -0.601, 2.274], [-3.332, -0.801, 3.700], [-3.348, 0.549, 4.579], [-4.256, -0.746, 4.631], [-1.829, -1.747, 1.222], [-1.315, -0.618, 0.686], [-1.321, -0.343, -0.484], [-0.494, 0.466, 1.906], [-2.707, -2.884, -1.479], [-3.197, -3.904, -0.319], [-5.647, -3.405, 0.390], [-3.463, -2.661, 1.978], [-3.438, 0.378, 1.983], [-4.867, -0.653, 2.318], [-2.509, -1.473, 3.874], [-2.290, 0.273, 4.894], [-3.621, 0.772, 5.612], [-1.212, 1.581, 1.712], [3.342, 0.874, 0.258], [3.502, 1.561, 1.489], [3.147, 0.775, 2.616], [4.364, 0.201, 3.308], [5.041, -0.737, 2.488], [6.189, -0.199, 1.855], [3.868, 1.441, -0.508], [3.760, -0.134, 0.298], [2.281, 0.819, -0.011], [2.455, -0.020, 2.327], [2.625, 1.436, 3.315], [4.035, -0.336, 4.203], [5.039, 1.002, 3.622], [7.012, -0.110, 2.573], [5.987, 0.778, 1.411], [6.487, -0.887, 1.066], [-1.027, 1.581, -6.013], [-0.830, 2.306, -4.814], [-1.139, 1.553, -3.649], [0.102, 1.006, -2.981], [0.758, 0.044, -3.800], [1.879, 0.568, -4.486], [-0.532, 2.126, -6.816], [-0.600, 0.577, -5.956], [-2.095, 1.509, -6.244], [-1.836, 0.744, -3.886], [-1.641, 2.232, -2.952], [-0.197, 0.497, -2.062], [0.786, 1.819, -2.717], [2.726, 0.683, -3.800], [1.657, 1.532, -4.951], [2.154, -0.141, -5.266]], "forces_ev_per_a": [[0.09, 0.11, 1.25], [0.01, 1.57, -1.15], [0.59, -0.39, 0.10], [-1.20, -1.01, -0.39], [0.86, -0.52, 0.37], [-1.68, 1.73, -1.33], [1.66, -0.78, 0.62], [0.43, -1.45, 1.33], [0.28, 0.28, 0.05], [0.12, 1.04, -0.89], [-0.41, -0.59, 1.13], [0.08, -0.46, 0.45], [-0.05, -0.05, -0.34], [0.05, -0.29, -0.23], [-0.29, -0.19, 0.18], [0.26, -0.20, 0.09], [-0.22, 0.15, -0.54], [-0.23, 0.20, -0.32], [0.64, -0.13, 0.09], [-0.43, -0.46, 0.70], [-0.69, 1.47, -0.51], [-0.04, -0.12, -0.46], [-0.07, 0.09, -0.04], [0.06, -0.16, -0.06], [0.05, 0.35, 0.04], [-0.09, -0.32, 0.03], [0.02, 0.14, -0.10], [0.03, -0.07, 0.03], [-0.01, 0.05, 0.03], [-0.01, -0.01, 0.02], [0.01, -0.07, -0.02], [0.05, -0.08, 0.00], [-0.02, -0.04, 0.03], [0.00, 0.05, 0.03], [0.00, 0.04, -0.03], [0.02, 0.06, -0.03], [-0.01, 0.01, 0.02], [-0.01, -0.05, 0.03], [-0.04, 0.09, -0.01], [0.06, -0.15, -0.05], [0.04, 0.34, 0.03], [-0.07, -0.36, 0.11], [0.04, 0.15, -0.10], [0.00, -0.08, 0.04], [-0.02, 0.05, 0.02], [-0.01, -0.02, 0.02], [0.01, -0.08, -0.03], [0.03, -0.05, 0.00], [-0.02, -0.04, 0.03], [0.10, 0.16, -0.16], [0.00, 0.04, -0.07], [0.03, 0.07, -0.04], [0.00, 0.02, 0.02], [0.00, -0.04, 0.03]], "mulliken_charge": [-0.70, 0.22, -0.47, -0.30, -0.79, 0.42, -1.07, -0.48, -0.36, 0.53, -0.39, -0.27, 0.32, 0.32, 0.32, 0.45, 0.21, 0.53, 0.63, 0.19, 0.42, 0.17, -0.51, -0.41, -0.23, -0.64, -0.38, -0.73, 0.24, 0.34, 0.16, 0.18, 0.37, 0.36, 0.35, 0.32, 0.32, 0.24, -0.73, -0.40, -0.54, 0.13, -0.38, -0.71, 0.25, 0.33, 0.32, 0.36, 0.34, -0.02, 0.32, 0.25, 0.34, 0.25]}